Record 1
This record from OMol25 describes C32H49IrN4O4P2S as an isolated structure. The level of theory is the ωB97M-V functional and the def2-TZVPD basis.

## Properties
calculated total energy	-2952.836178	hartree
LUMO (spin up / spin down)	-7.91 / -11.94	eV
spin multiplicity	6
charge	+3
HOMO-LUMO gap (spin up / spin down)	7.68 / 5.31	eV

Last column: Löwdin spin population.
Atoms and positions in Å:
Ir: 0.665 0.080 -0.530  1.336
C: -3.600 -2.395 -0.667  0.008
C: -2.247 -1.925 -0.152  0.022
C: -1.165 -2.972 -0.410  0.017
P: -1.645 -0.329 -0.899  0.128
C: -2.584 1.202 -0.407  0.030
C: -2.030 2.349 -1.246  0.010
C: -4.088 1.061 -0.573  0.012
C: -1.648 -0.576 -2.692  0.069
C: -2.735 -0.947 -3.468  0.007
C: -2.556 -1.320 -4.796  0.102
C: -1.276 -1.379 -5.334  -0.011
C: -0.192 -0.953 -4.596  0.087
C: -0.363 -0.468 -3.284  0.030
N: 0.665 0.095 -2.562  0.341
C: 1.630 0.786 -3.255  0.035
C: 1.409 1.357 -4.526  0.096
C: 2.429 1.983 -5.211  -0.011
C: 3.695 2.088 -4.645  0.115
C: 3.909 1.627 -3.350  0.007
C: 2.894 0.997 -2.649  0.077
P: 2.998 0.511 -0.907  0.125
C: 4.288 -0.822 -0.685  0.022
C: 3.862 -2.022 -1.525  0.003
C: 5.690 -0.347 -1.046  0.009
C: 3.513 2.095 -0.094  0.036
C: 2.395 3.103 -0.365  0.021
C: 3.773 1.910 1.395  0.002
H: -3.916 -3.253 -0.075  0.002
H: -3.542 -2.720 -1.701  0.000
H: -4.370 -1.637 -0.572  0.000
H: -2.314 -1.705 0.918  0.000
H: -1.129 -3.244 -1.464  0.000
H: -1.377 -3.876 0.156  0.001
H: -0.180 -2.600 -0.111  0.011
H: -2.346 1.352 0.652  0.002
H: -2.335 2.244 -2.286  0.000
H: -0.937 2.390 -1.204  0.006
H: -2.418 3.294 -0.875  0.001
H: -4.352 0.750 -1.581  0.000
H: -4.539 2.038 -0.401  0.003
H: -4.512 0.373 0.154  0.000
H: -3.732 -0.941 -3.059  -0.001
H: -3.409 -1.599 -5.392  0.005
H: -1.131 -1.756 -6.334  -0.002
H: 0.805 -1.044 -5.001  0.002
H: 0.419 1.333 -4.951  0.003
H: 2.233 2.410 -6.182  -0.002
H: 4.498 2.552 -5.194  0.005
H: 4.881 1.758 -2.902  -0.001
H: 4.264 -1.081 0.379  0.000
H: 3.913 -1.783 -2.587  0.000
H: 2.844 -2.339 -1.285  0.003
H: 4.534 -2.860 -1.341  0.000
H: 5.794 -0.161 -2.111  0.000
H: 6.394 -1.140 -0.791  0.002
H: 5.988 0.540 -0.493  0.000
H: 4.442 2.422 -0.581  0.006
H: 1.416 2.610 -0.287  0.012
H: 2.478 3.549 -1.352  0.001
H: 2.424 3.908 0.366  0.001
H: 2.860 1.658 1.930  0.001
H: 4.148 2.846 1.804  0.001
H: 4.518 1.141 1.584  0.000
C: -5.322 -0.528 4.261  0.000
C: -4.137 -1.438 4.426  0.000
S: -2.577 -0.533 4.035  0.001
O: -2.632 0.843 4.398  0.010
O: -2.252 -0.777 2.637  0.002
C: -1.233 -1.385 4.989  0.003
C: 0.046 -0.555 4.979  0.004
N: 0.297 0.050 3.695  0.039
C: 0.630 -0.576 2.533  0.076
N: 0.507 0.246 1.495  0.103
C: 0.070 1.453 1.976  0.104
C: -0.055 1.354 3.353  0.008
N: -0.366 2.373 4.221  0.359
O: -0.679 3.436 3.626  0.754
O: -0.287 2.130 5.455  0.718
C: 1.162 -1.953 2.477  0.012
H: -6.237 -1.126 4.289  0.000
H: -5.292 -0.002 3.308  0.000
H: -5.373 0.199 5.067  0.000
H: -4.147 -2.277 3.737  0.000
H: -4.028 -1.788 5.447  0.000
H: -1.132 -2.345 4.485  0.000
H: -1.572 -1.529 6.011  0.000
H: 0.898 -1.170 5.295  0.002
H: -0.044 0.287 5.688  0.000
H: -0.158 2.305 1.369  0.008
H: 1.992 -2.062 3.175  0.003
H: 1.523 -2.174 1.474  0.004
H: 0.398 -2.680 2.748  0.003

---

Record 2
This record from OMol25 describes C2H5NO4 as an isolated structure. The level of theory is the ωB97M-V functional and the def2-TZVPD basis.

## Properties
calculated total energy	-434.730969	hartree
LUMO	0.16	eV
charge	0
ΔE to the lowest compared entry with this formula, charge and spin	165.1	kcal per mole
HOMO-LUMO gap	10.04	eV

Last column: Löwdin charge in e.
Atoms and positions in Å:
C: 0.904 -0.471 0.397  -0.420
C: 0.207 0.814 0.253  0.106
N: -1.867 -0.066 0.003  -0.208
O: 2.005 0.785 0.125  -0.038
O: 0.710 -1.388 -0.470  -0.063
O: -1.740 -1.168 -0.717  0.014
O: -2.969 0.345 0.176  0.052
H: -0.654 -1.367 -0.717  0.063
H: 2.196 0.686 -0.824  0.103
H: 1.246 -0.750 1.401  0.153
H: -0.037 1.147 -0.744  0.117
H: -0.001 1.432 1.116  0.121

---

Record 3
This record from OMol25 describes one molecule with the formula C5H14NOP. The level of theory is the ωB97M-V functional and the def2-TZVPD basis.

## Properties
calculated total energy	-670.174039	hartree
SMILES	C=[P@](N)(CCC)OC
LUMO	0.84	eV
charge	0
ΔE to the lowest compared entry with this formula, charge and spin	49.4	kcal per mole
HOMO-LUMO gap	8.43	eV

Last column: Löwdin charge in e.
Atoms and positions in Å:
C: 2.015 -0.036 1.630  -0.244
P: 1.009 0.123 0.329  0.704
N: 1.110 1.573 -0.450  -0.069
C: -1.063 -0.452 -0.056  -0.204
C: -1.918 0.656 0.490  -0.338
C: -3.302 0.637 -0.205  -0.103
O: 1.440 -0.972 -0.861  -0.354
C: 2.698 -1.621 -0.857  -0.148
H: 1.980 0.691 2.472  0.009
H: 2.045 -1.011 1.860  -0.066
H: 0.968 2.438 0.004  0.051
H: 0.520 1.460 -1.233  0.034
H: -1.188 -1.509 0.262  0.073
H: -1.014 -0.533 -1.223  0.093
H: -1.955 0.648 1.525  0.079
H: -1.409 1.539 0.227  0.055
H: -3.135 0.379 -1.246  0.057
H: -3.950 -0.127 0.251  0.077
H: -3.811 1.591 -0.301  0.061
H: 2.549 -2.572 -0.347  0.082
H: 3.493 -1.155 -0.334  0.056
H: 2.918 -1.746 -1.937  0.095